{"formula": "H16NO11", "method": "ωB97M-V with the def2-TZVPD basis set", "max_force_ev_per_a": 6.499, "charge": -1, "energy_ev": -24269.081, "e_above_lowest_kcal_mol": 81.12, "elements": ["N", "O", "O", "O", "O", "H", "H", "O", "H", "H", "O", "H", "H", "O", "H", "H", "O", "H", "H", "O", "H", "H", "O", "H", "H", "O", "H", "H"], "positions_angstrom": [[0.003, -0.076, -0.641], [0.167, 1.123, -1.129], [0.791, -0.635, 0.101], [-0.985, -0.781, -1.020], [-0.284, 3.069, 1.212], [0.096, 3.863, 1.845], [0.300, 3.090, 0.292], [-0.861, -2.696, 1.134], [-0.302, -1.939, 0.855], [-1.665, -2.488, 1.479], [3.035, -0.722, 1.870], [2.890, 0.065, 2.427], [2.368, -1.094, 1.393], [-3.344, -2.257, -0.911], [-3.612, -2.361, -1.942], [-2.473, -1.965, -0.956], [2.339, 2.040, 0.458], [2.523, 2.788, -0.309], [1.748, 1.565, -0.048], [1.968, -2.589, -1.717], [3.030, -2.323, -1.461], [1.657, -2.112, -0.837], [-1.712, 1.622, -3.163], [-1.348, 1.645, -2.286], [-2.430, 0.905, -2.982], [-1.695, 0.655, 2.070], [-1.029, 0.314, 2.701], [-1.171, 1.295, 1.573]]}



{"formula": "C9H19BrI3O5PSi2V", "method": "ωB97M-V with the def2-TZVPD basis set", "max_force_ev_per_a": 4.024, "charge": 1, "energy_ev": -164948.357, "elements": ["C", "P", "O", "Si", "I", "C", "C", "O", "Br", "O", "Si", "C", "C", "C", "I", "C", "C", "C", "I", "H", "H", "H", "H", "H", "H", "H", "H", "H", "H", "H", "H", "H", "H", "H", "H", "H", "H", "H", "O", "V", "O"], "positions_angstrom": [[-2.375, -4.276, -0.727], [-1.560, -3.539, -2.190], [-2.685, -3.529, -3.381], [-1.177, -1.389, -1.543], [-3.137, -0.109, -2.197], [0.417, -0.868, -2.444], [1.559, -1.770, -2.070], [1.524, -2.920, -1.946], [3.389, -0.942, -1.812], [-0.902, -1.479, 0.065], [-1.090, -0.164, 1.110], [0.097, -0.510, 2.509], [1.558, -0.374, 1.996], [2.250, 0.896, 2.507], [4.238, 0.563, 3.187], [-0.641, 1.493, 0.376], [-0.803, 2.529, 1.504], [-0.331, 3.920, 1.102], [-1.816, 4.896, -0.095], [-2.839, -3.535, -0.077], [-1.658, -4.829, -0.130], [-3.154, -4.942, -1.091], [-3.521, -3.160, -3.057], [0.307, -0.970, -3.526], [0.737, 0.158, -2.259], [-2.464, -0.126, 1.647], [-0.045, -1.563, 2.750], [-0.095, 0.110, 3.379], [1.563, -0.396, 0.904], [2.135, -1.241, 2.297], [1.707, 1.288, 3.357], [2.263, 1.652, 1.730], [0.390, 1.551, 0.027], [-1.299, 1.838, -0.423], [-1.852, 2.596, 1.788], [-0.265, 2.249, 2.410], [-0.220, 4.554, 1.971], [0.591, 3.873, 0.537], [3.471, 2.948, -4.167], [3.128, 2.437, -2.701], [2.606, 3.082, -1.320]]}



{"formula": "C4H5F3O", "method": "ωB97M-V with the def2-TZVPD basis set", "max_force_ev_per_a": 6.276, "charge": 0, "energy_ev": -14424.288, "e_above_lowest_kcal_mol": 86.63, "elements": ["C", "C", "C", "O", "H", "H", "H", "H", "F", "C", "F", "F", "H"], "positions_angstrom": [[-0.790, 0.331, -1.520], [0.454, 0.589, -1.134], [1.644, 0.063, -0.529], [1.382, 1.442, -0.739], [-1.232, -0.602, -1.460], [-1.532, 1.091, -1.648], [1.591, -0.207, 0.564], [2.433, -0.385, -1.093], [-2.035, -1.059, 1.992], [-0.979, -0.429, 1.357], [0.057, -1.324, 1.596], [-0.510, 0.575, 2.317], [-0.482, -0.086, 0.297]]}



{"formula": "C13H36F6O11PS5", "method": "ωB97M-V with the def2-TZVPD basis set", "max_force_ev_per_a": 1.637, "charge": -1, "energy_ev": -116364.026, "e_above_lowest_kcal_mol": 0.00, "elements": ["P", "F", "F", "F", "F", "F", "F", "O", "S", "O", "O", "C", "C", "C", "H", "H", "H", "H", "H", "H", "H", "H", "O", "S", "O", "O", "C", "C", "C", "H", "H", "H", "H", "H", "H", "H", "H", "O", "S", "O", "O", "C", "C", "C", "H", "H", "H", "H", "H", "H", "H", "H", "C", "S", "O", "C", "H", "H", "H", "H", "H", "H", "C", "S", "O", "C", "H", "H", "H", "H", "H", "H"], "positions_angstrom": [[-22.174, 1.886, 9.481], [-22.045, 1.512, 7.919], [-21.755, 0.411, 9.989], [-20.594, 2.276, 9.510], [-22.301, 2.430, 11.021], [-22.563, 3.400, 9.025], [-23.714, 1.435, 9.515], [-19.311, 5.666, 14.141], [-20.103, 4.695, 14.796], [-19.531, 3.962, 15.880], [-21.433, 5.408, 15.311], [-21.340, 6.155, 16.533], [-22.304, 5.564, 17.548], [-20.878, 3.629, 13.648], [-21.487, 7.219, 16.353], [-20.329, 6.052, 16.940], [-23.321, 5.653, 17.155], [-22.291, 6.152, 18.465], [-22.061, 4.518, 17.709], [-21.906, 3.410, 13.918], [-20.311, 2.717, 13.486], [-20.886, 4.153, 12.690], [-25.585, 5.102, 13.381], [-26.045, 3.749, 13.330], [-26.291, 3.030, 14.542], [-27.369, 3.752, 12.438], [-28.526, 4.337, 13.053], [-29.393, 4.921, 11.977], [-24.977, 2.790, 12.303], [-28.214, 5.082, 13.791], [-29.071, 3.593, 13.643], [-29.648, 4.184, 11.218], [-28.939, 5.813, 11.547], [-30.346, 5.246, 12.408], [-24.015, 3.056, 12.733], [-25.161, 3.002, 11.259], [-25.089, 1.753, 12.598], [-20.583, 7.945, 10.964], [-21.657, 8.555, 11.681], [-22.023, 9.896, 11.434], [-22.957, 7.717, 11.474], [-22.852, 6.248, 11.456], [-23.870, 5.737, 10.494], [-21.402, 8.348, 13.403], [-23.031, 5.955, 12.493], [-21.842, 5.948, 11.180], [-24.878, 5.961, 10.845], [-23.795, 4.654, 10.430], [-23.673, 6.148, 9.506], [-21.265, 7.282, 13.576], [-22.303, 8.693, 13.901], [-20.497, 8.874, 13.692], [-21.414, 0.238, 15.592], [-22.742, 0.094, 14.399], [-23.181, 1.474, 14.099], [-21.747, -0.474, 13.023], [-21.798, 0.943, 16.327], [-20.540, 0.681, 15.117], [-21.222, -0.745, 16.015], [-22.405, -0.615, 12.164], [-21.360, -1.459, 13.287], [-21.029, 0.293, 12.736], [-20.035, -0.177, 6.117], [-19.087, -1.517, 6.860], [-17.672, -1.070, 6.867], [-19.673, -1.217, 8.543], [-19.652, -0.019, 5.110], [-19.806, 0.721, 6.689], [-21.091, -0.431, 6.134], [-20.717, -1.511, 8.630], [-19.559, -0.143, 8.668], [-19.049, -1.786, 9.225]]}



{"formula": "C3H6N2O2", "method": "ωB97M-V with the def2-TZVPD basis set", "max_force_ev_per_a": 0.370, "charge": 0, "energy_ev": -10283.407, "e_above_lowest_kcal_mol": 32.07, "elements": ["H", "N", "C", "O", "C", "C", "N", "O", "H", "H", "H", "H", "H"], "positions_angstrom": [[1.789, 1.078, -1.786], [1.195, 0.544, -1.157], [1.660, 0.595, 0.021], [1.098, 0.044, 1.094], [-0.068, -0.782, 0.980], [-1.355, -0.114, 0.457], [-1.556, -0.206, -0.888], [-2.167, 0.345, 1.239], [2.583, 1.097, 0.322], [0.172, -1.675, 0.394], [-0.281, -1.055, 2.013], [-2.355, 0.308, -1.231], [-0.715, -0.179, -1.458]]}



{"formula": "C4H5HgMgO2", "method": "ωB97M-V with the def2-TZVPD basis set", "max_force_ev_per_a": 3.878, "charge": 1, "energy_ev": -17931.952, "e_above_lowest_kcal_mol": 34.03, "multiplicity": 3, "s2": 2.0146, "elements": ["C", "C", "C", "C", "O", "O", "Hg", "Mg", "H", "H", "H", "H", "H"], "positions_angstrom": [[-1.470, 0.391, -0.687], [-0.767, -0.722, 0.026], [0.548, -1.105, -0.176], [1.616, -0.178, -0.238], [2.639, -0.361, -0.940], [-2.765, 0.512, -0.390], [-5.168, 0.240, -0.525], [4.415, 0.381, -1.368], [-0.763, 1.059, 0.041], [-1.443, -1.532, 0.327], [0.783, -2.158, -0.348], [1.515, 0.784, 0.293], [-1.263, 0.285, -1.776]]}